A molecular structure, C27H71N5O12PSn3. Source: OMol25; level of theory: ωB97M-V/def2-TZVPD.

E   -87924.98362 eV
HOMO-LUMO gap   5.331 eV
Largest force on an atom   3.15 eV Å⁻¹

```
! wB97M-V def2-TZVPD RIJCOSX def2/J DEFGRID3
* xyz 3 1
Sn -5.65788 13.88486 -29.50751
Sn -1.41690 13.13356 -27.86974
Sn -4.73550 18.41913 -25.65833
P -3.91807 15.33362 -26.83682
O -5.27477 16.01156 -27.17490
O -3.41246 15.71381 -25.45102
O -2.87955 15.74357 -27.93230
O -4.07801 13.79758 -27.05313
C -0.88439 19.09762 -28.98600
C -0.67094 18.43859 -27.65740
C 0.09544 19.30742 -26.66833
O -1.98780 18.14830 -27.08548
H -1.37865 18.44875 -29.70615
H 0.10903 19.38045 -29.34652
H -1.39318 20.05920 -28.90198
H -0.23954 17.43830 -27.75715
H 1.10038 19.51674 -27.03259
H 0.23911 18.69656 -25.77715
H -0.48569 20.20418 -26.46707
H -2.19157 17.22808 -27.35188
C -2.26014 20.46032 -23.80173
O -3.02753 19.35902 -23.32493
C -2.27740 18.17980 -23.13854
C -3.04164 17.37906 -22.08483
N -4.22690 16.76523 -22.71478
C -4.74926 15.71719 -21.80758
C -5.91663 15.02089 -22.51370
O -7.10068 15.77508 -22.26255
C -8.24831 15.26994 -22.89256
H -1.68274 20.19620 -24.69411
H -1.44981 20.73488 -23.12215
H -2.91923 21.28920 -24.04492
H -1.30584 18.46600 -22.71920
H -2.07666 17.70640 -24.10488
H -3.37688 18.01209 -21.26395
H -2.40878 16.59557 -21.65563
H -3.95995 16.27782 -23.55660
H -5.10649 16.24905 -20.92773
H -4.05064 14.89949 -21.61387
H -6.12765 14.01373 -22.14333
H -5.68655 14.95002 -23.58409
H -9.18374 15.80550 -22.73450
H -8.49089 14.23622 -22.62568
H -8.04215 15.35432 -23.96857
C 2.49591 16.94910 -24.60512
O 2.56204 15.55118 -24.42318
C 1.47091 14.76483 -24.87243
C 0.07458 15.38514 -24.66372
N -0.91723 14.40303 -25.09455
C -1.23765 13.44407 -24.03485
C -2.17444 12.35810 -24.51766
O -1.40716 11.50136 -25.35988
C -1.93773 10.18951 -25.58914
H 3.52528 17.25613 -24.43399
H 1.82407 17.44415 -23.89690
H 2.18718 17.24948 -25.61034
H 1.65267 13.77973 -24.44322
H 1.66959 14.61735 -25.94472
H 0.01339 16.31076 -25.23227
H -0.09451 15.53723 -23.59419
H -1.79857 14.84854 -25.34133
H -1.56863 13.95026 -23.12586
H -0.32161 12.91742 -23.75949
H -3.06832 12.73936 -25.01859
H -2.47221 11.80046 -23.62584
H -2.64055 10.18457 -26.42678
H -2.47066 9.75292 -24.74302
H -1.08212 9.55576 -25.81398
C -1.54734 15.76929 -32.82631
C -2.37348 16.11998 -31.60778
C -3.88485 16.10324 -31.95138
O -4.84122 16.31677 -30.93588
C -4.65506 17.52927 -30.22582
N -2.03272 15.19388 -30.52836
H -1.63942 14.73400 -33.16559
H -0.47822 15.91071 -32.67421
H -1.82037 16.36906 -33.69723
H -2.06858 17.11629 -31.28520
H -4.01539 15.09630 -32.36161
H -3.93761 16.76817 -32.82018
H -3.63110 17.79568 -29.96102
H -5.20751 17.47815 -29.28818
H -5.02804 18.34700 -30.84929
H -2.57247 15.46468 -29.70611
H -2.40855 14.25712 -30.69081
C -9.07021 16.45701 -26.54978
C -8.67705 15.46601 -27.71055
C -8.25122 16.32823 -28.90695
O -8.08388 15.44989 -30.02229
C -7.79503 16.15377 -31.24205
N -7.60737 14.61300 -27.25399
H -8.14862 16.79161 -26.06256
H -9.66171 15.89335 -25.83143
H -9.57124 17.36886 -26.87209
H -9.53239 14.84253 -27.96556
H -7.36778 16.93694 -28.68567
H -9.06732 16.99976 -29.18539
H -7.04387 16.92629 -31.07084
H -8.63645 16.72832 -31.64001
H -7.54560 15.41271 -31.99656
H -7.65829 14.35497 -26.27229
H -6.76694 15.18740 -27.23265
C -6.58848 11.42728 -25.29055
C -5.53232 10.67399 -26.09806
C -5.69136 9.18036 -26.16187
O -5.48904 8.64396 -24.88396
C -5.87411 7.28847 -24.66704
N -5.32785 11.32740 -27.41791
H -7.56770 11.10914 -25.65271
H -6.49787 12.51288 -25.27392
H -6.48784 11.08667 -24.25909
H -4.56549 10.92386 -25.64525
H -4.87139 8.72154 -26.73414
H -6.61200 8.95023 -26.70997
H -6.90553 7.07937 -24.95443
H -5.72077 6.95915 -23.64275
H -5.25556 6.61080 -25.26450
H -4.45934 11.07291 -27.88250
H -5.11224 12.27654 -27.13259
*
```

Atomic partial charges in e from the Mulliken method, atoms 1 to 6:
1 Sn 1.538
2 Sn 1.484
3 Sn 1.494
4 P -1.989
5 O -0.829
6 O 1.289

2 unconnected molecules or ions with the total composition C5H17N2. Source: OMol25; level of theory: ωB97M-V/def2-TZVPD.

Energy above the lowest of the compared OMol25 structures with the same formula, charge and spin   0.559 eV
E   -8434.81590 eV
HOMO-LUMO gap   11.778 eV
Largest force on an atom   1.04 eV Å⁻¹

```
! wB97M-V def2-TZVPD RIJCOSX def2/J DEFGRID3
* xyz 1 1
C -1.27663 1.36261 0.12336
N -1.29646 -0.07658 -0.21256
C -2.08657 -0.84579 0.77964
C -1.72855 -0.30631 -1.62089
H -0.78483 1.51266 1.08103
H -2.30077 1.71764 0.23813
H -0.74506 1.90884 -0.65026
H -2.05978 -1.90121 0.51975
H -1.61679 -0.71761 1.75475
H -3.11286 -0.48588 0.82044
H -2.24470 -1.25573 -1.70741
H -0.81442 -0.30733 -2.21523
H -2.36162 0.50697 -1.96625
C 2.92334 0.76179 0.03019
C 2.05816 -0.10623 0.90609
N 1.21144 -1.02349 0.05555
H 3.48138 1.49908 0.59699
H 3.66233 0.14386 -0.48159
H 2.34418 1.30403 -0.71985
H 2.68074 -0.67433 1.59528
H 1.38113 0.49489 1.51113
H -0.22861 -0.50031 -0.09590
H 1.20884 -1.94431 0.48098
H 1.70608 -1.06723 -0.82336
*
```

Atomic partial charges in e from the Mulliken method, atoms 1 to 6:
1 C -1.103
2 N 0.204
3 C -1.019
4 C -0.808
5 H 0.399
6 H 0.412

2 unconnected molecules or ions with the total composition C37H35Si. Source: OMol25; level of theory: ωB97M-V/def2-TZVPD.

E   -46806.72456 eV
HOMO-LUMO gap   5.817 eV
Largest force on an atom   1.72 eV Å⁻¹

```
! wB97M-V def2-TZVPD RIJCOSX def2/J DEFGRID3
* xyz 1 1
C 0.72364 -2.48928 3.38856
C 0.51061 -1.45941 4.44965
C 1.15024 -1.70246 5.64542
C -0.42966 -0.28723 4.23801
Si -0.65059 0.39565 2.49393
C 0.99707 0.36734 1.61600
C 1.27748 -0.51944 0.56040
C 2.58952 -0.62076 0.07135
C 3.59552 0.21916 0.56555
C 3.28509 1.17886 1.53889
C 1.98577 1.26486 2.04988
C -1.90244 -0.68250 1.61665
C -2.30528 -0.28558 0.32975
C -3.17023 -1.09083 -0.42332
C -3.67234 -2.28002 0.12490
C -3.31195 -2.65654 1.42602
C -2.45637 -1.84568 2.18655
C -1.23864 2.16710 2.32703
C -0.79593 2.92970 1.23046
C -1.30466 4.21514 1.00312
C -2.25579 4.75602 1.87423
C -2.69708 4.00290 2.97011
C -2.18933 2.71736 3.20289
H -0.18384 -3.08521 3.21439
H 1.02242 -2.06007 2.42574
H 1.51578 -3.18588 3.70530
H 0.87721 -1.10829 6.51356
H 2.17615 -2.09503 5.55853
H -1.45667 -0.53642 4.56353
H -0.14118 0.59363 4.83412
H 0.48364 -1.13758 0.11955
H 2.80960 -1.34699 -0.71420
H 4.61058 0.15133 0.16861
H 4.04614 1.87941 1.88975
H 1.74173 2.03979 2.78417
H -1.95444 0.66332 -0.09060
H -3.44647 -0.78391 -1.43505
H -4.34556 -2.90963 -0.46486
H -3.69328 -3.58945 1.85613
H -2.22895 -2.11292 3.22491
H -0.03760 2.53530 0.54594
H -0.94867 4.78582 0.14408
H -2.65291 5.75782 1.69544
H -3.43936 4.41809 3.65286
H -2.51979 2.14303 4.07258
C 1.00465 -3.61811 6.87633
C -0.44305 -3.61540 6.81789
C -1.14111 -2.58598 7.48835
C -2.52342 -2.49407 7.37905
C -3.23184 -3.47484 6.65872
C -2.55068 -4.48800 5.96962
C -1.16191 -4.55752 6.03770
C 1.70236 -4.74718 6.39812
C 3.07945 -4.85436 6.42008
C 3.79728 -6.06373 6.14111
C 5.20120 -6.14049 6.35708
C 5.88762 -7.34370 6.20014
C 5.20167 -8.50825 5.81627
C 3.82473 -8.44855 5.55550
C 3.13165 -7.25067 5.70420
H 1.48687 -2.98327 7.64682
H -0.54592 -1.84510 8.04404
H -3.02897 -1.65474 7.86499
H -4.31673 -3.44938 6.63312
H -3.07828 -5.22525 5.35407
H -0.63323 -5.31659 5.44322
H 1.13347 -5.59570 6.00616
H 3.65075 -3.98744 6.75783
H 5.71898 -5.22279 6.65083
H 6.96635 -7.36591 6.37936
H 5.74780 -9.44741 5.70853
H 3.29982 -9.35297 5.23786
H 2.06396 -7.21532 5.47030
*
```

Atomic partial charges in e from the Mulliken method, atoms 1 to 6:
1 C -0.985
2 C 1.238
3 C -1.512
4 C -0.919
5 Si -0.501
6 C 1.034

5 unconnected molecules or ions with the total composition C18H40IN4O4. Source: OMol25; level of theory: ωB97M-V/def2-TZVPD.

E   -41564.65172 eV
HOMO-LUMO gap   2.613 eV
Largest force on an atom   0.40 eV Å⁻¹

```
! wB97M-V def2-TZVPD RIJCOSX def2/J DEFGRID3
* xyz -1 1
C 4.86778 -2.90495 -1.01346
C 4.45503 -4.07630 -0.10108
C 3.62715 -5.19577 -0.70892
C 2.15018 -4.97998 -0.62047
C 1.44450 -3.71880 -1.18251
C -0.04151 -3.62296 -0.85387
I 1.71070 -3.64427 -3.34451
H 5.48779 -3.28202 -1.83239
H 5.44990 -2.14098 -0.47713
H 4.00821 -2.41122 -1.47359
H 5.39584 -4.47069 0.31679
H 3.91750 -3.65976 0.76722
H 3.92247 -5.36675 -1.75664
H 1.85435 -4.92568 0.44607
H 1.60677 -5.84005 -1.03955
H 1.96818 -2.81905 -0.86185
H -0.23267 -4.16598 0.07505
H -0.66214 -4.05851 -1.63686
H -0.35430 -2.58728 -0.71839
C -3.17632 0.03925 0.92816
O -2.52043 -0.87275 1.40409
N -3.27869 0.28005 -0.39408
C -4.04975 1.39595 -0.89249
C -2.57318 -0.58293 -1.32485
H -3.73165 0.76117 1.54244
H -4.86461 1.05989 -1.53919
H -3.42168 2.08514 -1.46251
H -4.46693 1.94218 -0.04780
H -2.89636 -1.61926 -1.22515
H -1.49765 -0.55642 -1.14859
H -2.77653 -0.23689 -2.33640
C -2.50052 3.48933 3.01005
O -3.39896 2.95459 2.37592
N -1.65473 2.84099 3.82868
C -0.61367 3.54464 4.54557
C -1.78370 1.40023 3.98648
H -2.30966 4.57341 2.96582
H 0.37306 3.17165 4.26211
H -0.73173 3.41453 5.62493
H -0.66440 4.60509 4.30857
H -1.65429 0.87489 3.04338
H -2.76929 1.14046 4.37570
H -1.02194 1.06181 4.68555
C 0.90960 -5.78651 -9.02340
O 0.28496 -6.60089 -9.68075
N 0.45210 -5.19005 -7.91035
C 1.22985 -4.21495 -7.17233
C -0.87153 -5.54118 -7.42840
H 1.92807 -5.46144 -9.29636
H 1.37764 -4.52722 -6.13874
H 0.72465 -3.24643 -7.15853
H 2.20176 -4.09355 -7.64771
H -0.93247 -6.60717 -7.20823
H -1.63101 -5.31024 -8.17659
H -1.06867 -4.97809 -6.51890
C 0.44500 7.66796 4.36380
O -0.23074 6.77303 3.89396
N 0.26686 8.17862 5.59814
C 1.09417 9.24313 6.11844
C -0.79472 7.62685 6.42176
H 1.27251 8.14064 3.81005
H 1.62671 8.92680 7.01779
H 0.49755 10.12499 6.36141
H 1.82965 9.52345 5.36596
H -0.63854 6.56157 6.59426
H -1.76394 7.74734 5.93739
H -0.80161 8.14735 7.37699
*
```

Atomic partial charges in e from the Mulliken method, atoms 1 to 6:
1 C -1.101
2 C -0.427
3 C -0.687
4 C -0.973
5 C 0.244
6 C -1.120